Record 1
15
Properties=species:S:1:pos:R:3:forces:R:3 method="wB97M-V/def2-TZVPD" charge=0 total_energy_ha=-528.279973 homo_lumo_gap_ev=10.2
C 1.007 1.038 0.074 -0.4885 -1.0150 0.4801
N -0.311 0.338 0.062 -0.2040 0.0155 -1.4399
C -0.480 -0.626 -1.102 -2.7279 3.2213 -1.1129
C 1.334 -0.264 0.696 1.7298 -2.8937 -0.6704
N -1.441 0.799 0.771 0.5753 0.0216 -0.3825
O -1.454 -1.507 -0.714 0.6072 -0.5098 -0.3154
O 1.487 -1.250 -0.608 -0.2576 1.1549 2.6134
O -0.286 -0.304 -2.256 0.4205 -0.7714 1.9509
O 1.447 -0.746 1.791 -0.0122 1.1032 -1.2804
H -2.245 -0.951 -0.594 0.2299 -0.3023 0.2753
H 1.376 -2.154 -0.264 0.1989 0.3037 0.1519
H -1.618 1.772 0.522 -0.0157 -0.1341 -0.0743
H -1.239 0.778 1.770 -0.0483 -0.2978 -0.1373
H 1.385 1.214 -0.931 0.0722 0.1477 0.1963
H 1.039 1.863 0.785 -0.0797 -0.0438 -0.2549

***

Record 2
13
Properties=species:S:1:pos:R:3:forces:R:3 method="wB97M-V/def2-TZVPD" charge=0 total_energy_ha=-700.775218 homo_lumo_gap_ev=10.0
C -0.546 0.200 -0.259 1.3016 -0.7209 3.4883
C 1.697 -0.267 0.438 -0.8392 -1.3137 -0.6846
C -1.953 0.500 0.147 0.4975 3.1660 -4.0253
N -0.036 0.231 -1.409 -0.1703 0.9953 -0.0244
N 0.393 -0.048 0.946 -5.3377 -0.8583 -0.7597
O 1.864 -1.207 -2.090 0.7633 -0.5048 -0.2631
S 1.659 0.073 -1.422 -0.9922 -0.2688 0.5501
H 2.225 0.500 0.935 2.0176 0.0783 0.2562
H 1.927 -1.351 0.444 0.8960 0.7933 0.3920
H -2.487 -0.100 0.737 -1.4564 -3.0459 2.3401
H -2.602 0.756 -0.728 0.7016 -0.8548 0.1859
H -2.029 1.463 0.609 0.7288 0.7086 0.7669
H -0.113 -0.751 1.651 1.8891 1.8257 -2.2224

***

Record 3
13
Properties=species:S:1:pos:R:3:forces:R:3 method="wB97M-V/def2-TZVPD" charge=0 total_energy_ha=-700.728192 homo_lumo_gap_ev=8.8 smiles="C=CN(S)/C=N/O"
C 2.669 -0.318 -1.128 -0.0998 -2.6932 -1.3286
C 1.800 0.222 -0.298 0.3938 1.4970 0.4574
N 0.448 -0.001 -0.110 -0.5930 -0.3129 -0.2643
S -0.327 -1.045 -1.197 -0.9221 -1.0673 0.9196
C -0.332 0.679 0.809 0.5759 0.5295 2.1608
N -1.585 0.445 0.977 1.6517 -0.9415 -1.7528
O -2.035 1.231 1.969 0.1595 1.8915 1.6371
H 3.683 0.073 -1.210 -0.3986 -0.1521 0.1904
H 2.414 -1.289 -1.695 0.4660 1.8607 0.7227
H 2.158 1.078 0.245 -0.1186 0.3420 0.4115
H -0.937 -1.821 -0.194 0.5702 0.6577 -1.1012
H 0.208 1.325 1.627 -0.8037 -1.0114 -1.9614
H -2.869 0.905 2.267 -0.8814 -0.6001 -0.0910

***

Record 4
13
Properties=species:S:1:pos:R:3:forces:R:3 method="wB97M-V/def2-TZVPD" charge=0 total_energy_ha=-700.739417 homo_lumo_gap_ev=8.7
H 0.070 -1.374 1.423 0.0889 -0.0535 0.2469
N -0.695 -2.042 1.319 -0.7517 0.6124 -0.9027
C -1.514 -1.544 0.481 -0.8027 -0.6582 -0.5436
N -1.347 -0.341 -0.276 -0.4566 0.2754 0.4786
O -0.351 0.507 0.267 -0.5520 -0.5963 0.6866
C 0.687 0.644 -0.667 0.2896 1.4870 -0.5692
C 1.785 1.485 -0.035 -0.9463 -0.9534 -0.3028
S 3.013 2.130 -0.810 0.2623 0.2076 -0.1236
H -2.456 -2.126 0.138 1.5195 1.0788 0.6708
H -2.183 0.263 -0.380 0.5221 -0.9069 0.1806
H 0.274 1.185 -1.531 0.3951 -0.3145 -0.1409
H 1.086 -0.311 -0.958 0.1705 -0.5258 -0.2714
H 1.632 1.526 1.030 0.2612 0.3474 0.5907

***

Record 5
13
Properties=species:S:1:pos:R:3:forces:R:3 method="wB97M-V/def2-TZVPD" charge=0 total_energy_ha=-700.724451 homo_lumo_gap_ev=8.6 smiles="NN[C@H]1O[C@@H]1C=S"
N 0.763 1.473 0.501 -1.4237 2.7124 0.5096
N 1.167 0.223 0.015 1.2889 -0.2222 1.2561
C 0.082 -0.555 -0.397 -0.8305 0.2123 -0.0993
O 0.130 -1.937 -0.325 0.5585 -0.2773 -0.1909
C -0.762 -1.268 0.564 -0.6573 -0.3485 2.9475
C -2.209 -1.543 0.314 1.2918 0.4459 -1.0474
S -3.431 -1.703 1.299 -0.5767 -0.0546 1.1519
H 0.579 2.190 -0.204 1.4127 -0.6156 -0.8433
H -0.184 1.665 0.932 0.9779 -2.1365 0.4144
H 1.811 -0.241 0.718 -1.3653 0.7195 -1.1452
H -0.420 -0.113 -1.235 -0.1672 -0.0009 -0.7044
H -0.421 -1.208 1.666 -0.6156 -0.3074 -1.7780
H -2.422 -1.597 -0.744 0.1064 -0.1270 -0.4711

***

Record 6
13
Properties=species:S:1:pos:R:3:forces:R:3 method="wB97M-V/def2-TZVPD" charge=0 total_energy_ha=-700.758217 homo_lumo_gap_ev=9.5 smiles="[H]/N=C(/C)N(S)C=O"
H -0.876 -2.032 -0.687 -1.1567 1.0086 1.8562
N -1.645 -1.429 -0.221 1.5002 -0.0327 -1.1057
C -1.237 -0.248 0.117 -3.4491 -2.5024 -2.3291
C -2.288 0.836 0.021 -2.5301 1.9968 1.0105
N 0.038 0.111 0.257 4.4545 1.3859 -0.7532
S 1.371 -1.139 0.086 -1.1074 -0.6425 0.3906
C 0.501 1.383 -0.024 3.4539 2.1454 1.2730
O 1.744 1.566 -0.191 -4.0974 -0.0576 0.0944
H -3.324 0.392 -0.297 2.4305 0.5329 0.0493
H -2.639 1.218 1.102 1.3886 -0.0885 -2.2901
H -1.949 1.725 -0.759 -1.1452 -2.3261 2.3069
H 2.509 -0.506 -0.293 -0.9127 0.6440 0.1132
H -0.212 2.306 0.149 1.1709 -2.0639 -0.6161

***

Record 7
13
Properties=species:S:1:pos:R:3:forces:R:3 method="wB97M-V/def2-TZVPD" charge=0 total_energy_ha=-700.780399 homo_lumo_gap_ev=9.9
H -3.574 0.200 -0.023 -0.1154 0.4883 -0.2219
N -2.907 -0.541 -0.160 -1.4886 -0.7929 0.0582
C -1.717 -0.241 -0.037 1.9354 0.0939 0.4570
N -1.105 1.016 0.218 -0.9442 -0.2258 0.4333
O 0.208 1.002 -0.235 1.2773 -0.5466 0.3275
C 0.791 -0.153 0.395 -0.9942 1.0424 -0.4878
C 2.124 -0.355 -0.228 0.3659 -0.0194 -0.0911
S -0.422 -1.450 0.004 -0.0611 -0.4628 -0.1120
H -1.530 1.711 -0.349 -0.6457 0.8633 -0.3838
H 0.799 0.019 1.486 0.1761 -0.1108 -0.3850
H 2.056 -0.618 -1.299 -0.0521 0.1986 0.5872
H 2.693 0.578 -0.093 0.0356 -0.4184 -0.0876
H 2.584 -1.168 0.322 0.5109 -0.1097 -0.0940

***

Record 8
13
Properties=species:S:1:pos:R:3:forces:R:3 method="wB97M-V/def2-TZVPD" charge=0 total_energy_ha=-700.716040 homo_lumo_gap_ev=9.2
C 1.828 -0.371 0.476 3.0040 3.2829 -0.0813
C 0.262 -0.310 0.693 3.3189 2.3072 0.5150
C -1.360 1.179 -0.008 3.2764 1.1096 1.1350
H 3.382 0.190 -1.037 -0.6195 -0.6927 0.4753
H 2.267 1.269 -0.912 -0.7020 0.3638 0.4365
H 2.087 0.672 1.238 -0.3480 -3.7524 -1.4265
H 2.465 -1.435 0.797 -2.2506 3.3831 -1.0203
H 0.289 -0.426 1.743 -0.7094 -0.8267 1.4491
H -1.815 2.064 -0.109 -0.8331 3.9156 0.2086
N 2.363 0.270 -0.921 -0.4291 -2.0742 1.4043
N -1.937 0.251 -0.515 -1.5276 -4.3947 -1.0112
O -0.116 1.080 0.527 -0.2548 0.9697 0.2094
S -0.944 -1.100 -0.178 -1.9252 -3.5912 -2.2939

***

Here are the calculated highest occupied orbital energy numbers, same order: -9.7; -9.4; -8.1; -9.1; -9.0; -9.3; -9.1; -8.5 (eV).